Density functional theory data (ωB97M-V/def2-TZVPD) for 2 unconnected molecules or ions with the total composition C4H9NO3.

Last column: Mulliken spin population.
Positions of all 17 atoms, in Å:
N: -0.524 -2.090 0.403  0.0257
C: -1.536 -1.267 -0.038  -0.0033
O: -1.410 -0.903 -1.344  0.0174
O: -2.436 -0.843 0.632  0.0003
H: -0.643 -2.455 1.335  -0.0017
H: 0.422 -1.926 0.093  -0.0021
H: -0.814 -1.515 -1.796  0.0005
C: 1.490 1.239 -0.321  0.0615
O: 1.740 -0.118 -0.684  0.0176
C: 0.001 1.297 -0.144  0.3282
C: -0.565 1.379 1.127  0.3788
H: 1.779 1.906 -1.135  0.0381
H: 2.000 1.496 0.605  -0.0047
H: 2.650 -0.180 -0.999  -0.0004
H: -0.608 1.225 -1.044  0.0424
H: -1.563 0.997 1.349  0.0840
H: 0.018 1.759 1.961  0.0177

Results
- lowest unoccupied orbital energy (spin up / spin down) (eV) = -5.5892 / -9.0532
- HOMO level (spin up / spin down) (eV) = -14.4 / -14.3
- <S²> = 0.75
- orbital gap (spin up / spin down) (eV) = 8.78 / 5.26
- energy (eV) = -11916.588
- spin multiplicity = 2
- charge = +1